Arrangement a

{
  "formula": "C2H9N2",
  "method": "ωB97M-V with the def2-TZVPD basis set",
  "elements": ["N", "H", "H", "H", "H", "C", "C", "N", "H", "H", "H", "H", "H"],
  "positions_angstrom": [[-1.50, 0.85, -1.34], [-0.86, 0.30, 0.03], [-1.07, 0.50, -2.19], [-1.55, 1.86, -1.27], [-2.48, 0.55, -1.30], [2.08, -0.34, 0.42], [0.89, -0.92, 0.48], [-0.30, -0.16, 0.88], [2.39, 0.59, 0.86], [2.82, -1.04, 0.04], [0.72, -1.99, 0.51], [-0.97, -0.78, 1.33], [-0.16, 0.60, 1.56]],
  "nbo_charge": [-1.07, 0.46, 0.41, 0.40, 0.40, -0.34, -0.07, -0.75, 0.23, 0.24, 0.24, 0.42, 0.43],
  "homo_lumo_gap_ev": 11.5,
  "total_charge": 1
}

Arrangement b

{
  "formula": "C2H9N2",
  "method": "ωB97M-V with the def2-TZVPD basis set",
  "elements": ["N", "C", "C", "N", "H", "H", "H", "H", "H", "H", "H", "H", "H"],
  "positions_angstrom": [[-2.05, 0.27, -0.76], [0.07, -0.85, -0.07], [0.53, 0.35, 0.64], [1.93, 0.52, 0.37], [0.64, -1.07, -0.98], [-2.94, -0.17, -0.54], [-1.24, -0.32, -0.54], [-0.13, -1.74, 0.52], [-2.03, 0.50, -1.76], [0.33, 0.30, 1.72], [0.04, 1.23, 0.18], [2.47, -0.33, 0.42], [2.37, 1.30, 0.82]],
  "nbo_charge": [-0.82, 0.04, -0.35, -0.78, 0.25, 0.41, 0.25, 0.25, 0.40, 0.24, 0.31, 0.38, 0.42],
  "homo_lumo_gap_ev": 6.5,
  "total_charge": 1
}

Arrangement c

{
  "formula": "C2H9N2",
  "method": "ωB97M-V with the def2-TZVPD basis set",
  "elements": ["N", "H", "H", "H", "H", "C", "C", "N", "H", "H", "H", "H", "H"],
  "positions_angstrom": [[-0.43, 1.95, -0.55], [-0.41, 0.63, 0.49], [-1.06, 1.68, -1.29], [0.48, 2.34, -0.75], [-1.01, 2.65, -0.08], [0.88, -1.50, -0.79], [0.15, -1.54, 0.32], [-0.20, -0.28, 1.07], [0.74, -0.68, -1.47], [1.55, -2.26, -1.19], [-0.27, -2.36, 0.89], [-1.00, -0.55, 1.64], [0.57, -0.07, 1.72]],
  "nbo_charge": [-1.09, 0.46, 0.40, 0.41, 0.40, -0.34, -0.05, -0.74, 0.22, 0.25, 0.23, 0.43, 0.44],
  "homo_lumo_gap_ev": 11.0,
  "total_charge": 1
}

Which is most stable, and by how much? arrangement a, by 49.8 kJ/mol.